Computed, not measured: 2 unconnected molecules or ions with the total composition C11H15N, with ωB97M-V/def2-TZVPD.

```
27
Properties=species:S:1:pos:R:3:forces:R:3
C 1.505451 1.451159 4.501023 0.459 -1.021 0.260
C 0.926830 0.472295 3.453952 0.363 -0.161 0.889
H 1.686533 2.472443 4.190033 -0.841 0.286 -0.515
H 0.870144 1.406736 5.381856 0.241 0.353 0.232
H 2.534576 1.192263 4.749908 -0.104 -0.588 0.430
H 0.703256 -0.558568 3.830281 0.421 0.892 0.242
H 1.703677 0.326037 2.696421 -0.783 0.257 -0.597
H -0.055743 0.867802 3.194241 0.258 -0.013 -0.924
C 0.525373 -0.082261 -4.158595 -0.255 1.228 0.304
C -0.764041 -1.251011 -0.916262 -1.142 -0.028 0.711
C -0.792052 -0.239769 -1.879333 1.984 0.306 -0.786
C 0.059185 -0.731150 -2.918130 -1.425 1.000 -1.625
C 0.305446 -2.073368 -2.699864 0.869 -1.745 2.690
C -1.315447 -1.015420 0.336019 1.173 -0.802 0.027
C -1.481015 0.320741 0.659751 -1.641 0.602 -0.202
C -1.514479 1.370280 -0.305971 -0.150 -0.528 2.140
C -1.219433 1.095827 -1.598322 0.707 -0.688 -0.071
N -0.098633 -2.389030 -1.437890 -0.654 0.531 -1.262
H -1.448489 -1.824008 1.050961 0.148 0.296 0.075
H -1.817141 0.619061 1.655455 0.297 -0.411 -0.185
H -0.184197 -3.320336 -1.059521 0.205 -0.013 0.053
H -1.803756 2.301355 0.188778 0.219 0.140 -1.104
H 0.944051 -2.750275 -3.255107 -0.365 0.030 -0.151
H -1.158758 1.853228 -2.346884 -0.187 0.334 -0.474
H -0.323405 0.450814 -4.611444 0.165 -0.362 -0.265
H 1.061062 -0.720447 -4.876509 -0.322 0.236 0.434
H 1.151018 0.755609 -3.824858 0.357 -0.130 -0.326
```
Positions in Å, forces in eV/Å.

## Properties
HOMO level (spin up / spin down): -13.130 / -13.509 eV
HOMO-LUMO gap (spin up / spin down): 9.5 / 6.5 eV
<S²>: 0.771
Charge: +1
Lowest unoccupied orbital energy (spin up / spin down): -3.7 / -7.0 eV
Spin multiplicity: 2
Relative energy (zero: lowest compared OMol25 entry of this formula, charge and spin): 0.955 eV